A structure of composition C29H35BBrF5N9O4PRuS. Source: the Open Molecules 2025 dataset; level of theory: the ωB97M-V functional and the def2-TZVPD basis.

Structure (XYZ):
```
87
Properties=species:S:1:pos:R:3:forces:R:3
Ru 0.43443 0.38722 -0.18491 -0.53 -0.13 0.42
C 1.07164 -3.17435 -0.94016 0.03 0.02 -0.04
C -0.35321 -2.80914 -0.71423 0.01 -0.03 0.09
C -1.46671 -3.66190 -0.64913 -0.02 0.03 0.02
C -2.55564 -2.83905 -0.42896 -0.01 0.01 0.06
C -3.99933 -3.20562 -0.32878 0.00 -0.01 -0.02
N -2.09818 -1.57161 -0.33508 -0.06 -0.04 -0.17
N -0.75229 -1.55759 -0.52379 0.13 0.01 -0.10
B -2.88305 -0.26097 -0.09188 0.06 0.00 0.06
N -2.60301 0.74914 -1.20437 -0.02 -0.06 -0.03
N -1.34321 1.16986 -1.50149 0.26 0.12 -0.01
C -1.45159 2.04171 -2.50345 -0.02 -0.05 -0.01
C -0.29133 2.75432 -3.10381 0.04 -0.01 0.03
C -2.79369 2.18127 -2.86523 -0.01 -0.02 0.02
C -3.49355 1.34569 -2.02015 -0.01 0.02 0.00
C -4.96236 1.09841 -1.95141 0.00 0.00 0.00
N -2.44998 0.34519 1.26890 -0.11 0.07 0.01
N -1.21441 0.87860 1.43075 0.16 0.03 -0.12
C -1.12907 1.30791 2.68468 0.00 -0.07 0.07
C 0.11014 1.91491 3.24934 0.01 -0.01 -0.01
C -2.33406 1.05155 3.35239 0.00 -0.02 -0.06
C -3.15422 0.44907 2.41393 0.01 0.00 0.02
C -4.57394 0.00721 2.55405 -0.01 0.01 0.00
H 1.27373 -4.15401 -0.51287 0.02 0.01 0.02
H 1.74113 -2.45807 -0.46520 -0.02 -0.04 -0.02
H 1.29467 -3.20454 -2.00717 -0.03 0.00 0.02
H -1.47324 -4.72989 -0.78115 -0.02 -0.05 -0.01
H -4.09505 -4.28741 -0.26367 -0.01 -0.01 -0.01
H -4.54937 -2.87093 -1.20861 -0.01 0.01 -0.01
H -4.48177 -2.76051 0.54036 -0.01 0.00 0.03
H -4.04647 -0.51398 -0.04721 -0.03 0.01 -0.01
H 0.61757 2.59371 -2.52959 -0.01 0.02 -0.02
H -0.49074 3.82475 -3.14963 -0.01 0.01 -0.01
H -0.11466 2.40823 -4.12222 0.03 -0.02 -0.02
H -3.19579 2.80979 -3.64046 -0.03 0.02 -0.02
H -5.46327 1.68316 -2.71952 -0.01 0.00 0.00
H -5.36697 1.38672 -0.98105 -0.02 0.00 0.00
H -5.19797 0.04663 -2.11152 -0.01 -0.01 -0.01
H 0.97603 1.30038 2.99985 0.01 0.01 0.00
H 0.02964 1.98098 4.33324 0.01 0.00 0.01
H 0.27467 2.92246 2.86632 -0.01 0.01 -0.01
H -2.58508 1.30588 4.36787 -0.02 0.01 0.04
H -4.87180 0.06353 3.59947 -0.01 0.00 -0.01
H -4.73016 -1.01280 2.20166 0.00 -0.02 0.01
H -5.24213 0.64738 1.97746 -0.01 0.00 -0.01
Br -0.57276 4.10584 0.02951 0.00 0.05 0.02
C 1.26116 3.76501 0.28650 -0.04 -0.04 0.06
C 2.13395 4.84618 0.33097 0.01 0.00 0.02
C 3.45015 4.60970 0.67304 -0.02 0.00 0.00
C 3.83841 3.31674 0.99784 -0.03 -0.01 0.03
C 2.90192 2.31078 0.88312 0.06 0.07 -0.01
N 1.63394 2.51184 0.49430 0.02 0.04 -0.13
C 3.23223 0.89132 1.22295 -0.15 0.00 -0.15
O 4.05544 0.75982 2.22118 0.10 -0.10 0.07
O 2.71947 -0.03616 0.62318 0.03 0.09 0.08
H 1.76882 5.84078 0.12449 -0.01 0.00 -0.01
H 4.15595 5.42720 0.71968 0.01 0.01 0.00
H 4.83801 3.08476 1.33379 0.01 0.00 0.01
N 3.75848 -1.71641 3.25663 0.10 0.12 -0.18
C 2.44085 -1.65608 3.91075 -0.10 0.03 0.04
P 1.16069 -2.18112 2.72410 -0.19 -0.17 -0.11
O 1.54284 -3.49209 2.14166 0.12 0.05 0.04
O 0.66795 -1.06131 1.83569 0.29 0.28 0.06
C -0.39603 -2.44235 3.70849 0.03 -0.03 -0.05
N -1.40400 -2.46556 2.59852 -0.13 0.02 0.05
H 4.04245 -0.22141 2.52687 0.13 -0.16 0.13
H 3.74573 -2.45663 2.55673 0.01 -0.04 0.03
H 4.47200 -1.97094 3.93117 0.00 0.08 -0.04
H 2.23624 -0.64449 4.26837 0.02 0.01 0.02
H 2.38313 -2.34158 4.76237 -0.07 0.02 -0.01
H -0.65525 -1.60680 4.35665 0.06 0.01 0.02
H -0.41811 -3.38490 4.24807 -0.04 -0.02 0.00
H -2.36987 -2.37636 2.91051 0.06 -0.04 -0.02
H -1.29459 -3.30514 2.01732 -0.05 0.05 -0.03
H -1.15488 -1.66356 1.98234 0.00 -0.02 0.01
F 4.52408 -0.45846 -7.40976 -0.05 0.01 0.11
C 3.93821 -0.31858 -6.23378 0.01 -0.02 -0.03
C 3.76198 -1.42355 -5.41035 0.01 -0.03 0.00
F 4.18195 -2.61785 -5.80979 -0.01 0.04 0.00
C 3.15589 -1.26784 -4.18099 0.01 -0.03 -0.04
F 3.01400 -2.34167 -3.41527 0.03 0.07 -0.06
C 2.67947 -0.02074 -3.74071 0.02 0.05 0.09
S 1.92652 0.12176 -2.20283 0.02 -0.21 -0.21
C 2.89036 1.07418 -4.59354 0.01 0.05 -0.03
F 2.52740 2.29506 -4.21321 -0.01 -0.06 -0.01
C 3.50752 0.93555 -5.81918 -0.01 0.04 0.01
F 3.70194 1.99176 -6.60093 -0.01 -0.04 0.02
```
Positions in Å, forces in eV/Å.

2S+1: 6
Kohn-Sham gap (alpha / beta) in eV: 8.376 / 5.883
HOMO (alpha / beta) in eV: -10.941 / -10.737
Charge: +1
LUMO level (alpha / beta) in eV: -2.566 / -4.854


A structure of composition C29H35BaCl3N4O2P2. Source: the Open Molecules 2025 dataset; level of theory: the ωB97M-V functional and the def2-TZVPD basis.

Structure (XYZ):
```
76
Properties=species:S:1:pos:R:3:forces:R:3
Ba 0.08095 -0.13596 -0.09082 5.87 -5.19 -6.48
C -2.22474 8.30445 -2.61381 0.25 -0.19 -0.20
C -1.36166 8.00653 -1.64172 0.15 -0.07 -0.31
C -1.46357 8.21284 -0.15778 -0.13 0.05 0.28
C -2.87324 8.46290 0.42389 0.23 0.19 0.13
C -3.83621 7.33755 0.14906 -0.02 -0.30 0.22
C -4.57995 7.11804 -0.93242 -0.22 -0.23 -0.01
C -4.70859 7.91622 -2.20273 0.13 0.10 -0.16
C -3.58767 8.93507 -2.50842 -0.34 0.14 -0.07
C -0.94548 -1.94754 0.27670 -3.81 -4.80 2.30
H -1.92573 8.03456 -3.63688 -0.07 0.09 0.41
H -0.41770 7.54090 -1.95252 -0.29 0.17 0.06
H -0.80392 9.04407 0.14086 -0.12 -0.17 -0.09
H -1.04213 7.32008 0.33248 -0.09 0.15 -0.09
H -2.76303 8.57110 1.51593 -0.06 -0.03 -0.35
H -3.26033 9.42113 0.06657 0.08 -0.20 0.12
H -3.90247 6.58928 0.95146 -0.02 0.25 -0.31
H -5.21366 6.22228 -0.91969 0.23 0.27 0.04
H -5.67715 8.44120 -2.20572 0.18 -0.11 0.03
H -4.76379 7.20225 -3.03964 0.01 0.13 0.18
H -3.83113 9.40803 -3.47465 0.11 -0.14 0.32
H -3.60345 9.74087 -1.76938 0.02 -0.14 -0.20
H -0.78373 -2.53323 -0.62266 0.11 -0.09 -0.25
H -1.99266 -1.78956 0.47962 -0.90 -0.67 0.20
H -0.43351 -2.38286 1.13598 -0.09 -0.45 0.22
P -1.66201 1.14324 1.36628 -2.55 1.35 1.46
P 1.00740 2.21821 -0.19081 1.34 4.93 0.87
N -3.22983 1.05767 0.76424 -1.21 0.56 -0.18
N -1.83156 0.66188 2.96939 0.13 -0.18 1.65
N 0.45744 3.03025 -1.56449 -0.20 0.67 -0.76
N 2.66366 2.34062 -0.12436 1.54 0.82 0.13
C -1.19598 2.91595 1.40178 -0.18 0.33 0.26
C 0.32424 3.15882 1.22262 0.13 0.73 0.03
C -3.60781 0.53601 -0.49448 -0.84 0.82 0.88
C -4.94464 0.84271 -0.68463 0.90 0.15 0.76
C -5.40199 1.57461 0.47923 1.46 -0.33 0.24
C -4.32144 1.69577 1.34754 -1.03 -0.46 -1.49
C -2.10944 -0.66114 3.38915 0.38 1.06 1.01
C -1.92538 -0.71627 4.76268 0.06 0.97 -1.06
C -1.49168 0.59360 5.20183 -0.22 -0.14 -1.23
C -1.42910 1.40765 4.08264 -0.36 -1.08 0.72
C 0.16069 2.39956 -2.80075 -0.10 1.40 0.30
C -0.18723 3.38673 -3.70623 0.31 -0.15 1.15
C -0.11247 4.66066 -3.02189 0.40 -1.15 1.04
C 0.28475 4.40329 -1.71276 -0.42 0.01 -1.63
C 3.39587 3.49702 -0.39097 1.81 -0.76 0.68
C 4.71946 3.26824 -0.01779 -1.65 -0.75 -0.11
C 4.79395 1.91621 0.50976 -1.31 0.46 -0.42
C 3.52705 1.36392 0.43597 0.44 1.34 -0.31
H -1.57487 3.34388 2.33349 0.08 0.42 -0.28
H -1.75062 3.36333 0.56443 0.05 -0.06 0.17
H 0.54995 4.21764 1.07031 -0.24 0.17 0.50
H 0.89444 2.81112 2.10265 -0.14 0.13 -0.33
H -2.88276 0.01159 -1.10032 -0.23 -0.04 0.00
H -5.53691 0.57157 -1.54423 0.05 -0.01 0.05
H -6.39573 1.94648 0.65510 -0.06 0.00 0.00
H -4.23373 2.14504 2.32324 -0.04 -0.01 -0.01
H -2.41972 -1.40140 2.67274 0.01 -0.06 -0.02
H -2.09347 -1.57938 5.38423 0.02 -0.02 -0.03
H -1.27174 0.89267 6.21289 0.05 0.00 -0.02
H -1.14195 2.44101 3.97572 -0.02 -0.14 0.18
H 0.22928 1.32488 -2.88169 0.08 0.07 -0.19
H -0.47189 3.22868 -4.73474 0.02 -0.03 0.08
H -0.32873 5.63018 -3.43682 -0.04 -0.01 0.00
H 0.45008 5.07879 -0.88709 -0.01 -0.05 -0.11
H 2.92714 4.34780 -0.84972 -0.02 0.09 -0.04
H 5.53187 3.96167 -0.12359 0.10 0.08 -0.02
H 5.67718 1.42221 0.87572 -0.01 -0.06 0.00
H 3.13825 0.39467 0.70002 0.18 -0.14 -0.12
Cl 3.46509 -4.39323 -3.04702 0.12 0.13 0.10
C 3.64480 -3.06166 -1.89558 -0.59 0.15 0.02
Cl 4.21949 -3.70460 -0.34073 -0.01 0.03 -0.03
Cl 4.82007 -1.88584 -2.51880 -0.04 0.00 0.01
C 2.24509 -2.33122 -1.65675 -0.45 0.81 0.92
O 1.25127 -2.74958 -2.23075 0.27 -0.13 -0.32
O 2.27329 -1.35592 -0.82545 0.84 -0.69 -0.55
```
Positions in Å, forces in eV/Å.

Kohn-Sham gap in eV: 5.372
HOMO in eV: -5.612
LUMO level in eV: -0.240


A structure of composition C29H35IN4Rh. Source: the Open Molecules 2025 dataset; level of theory: the ωB97M-V functional and the def2-TZVPD basis.

Structure (XYZ):
```
70
Properties=species:S:1:pos:R:3:forces:R:3
Rh -0.42086 -0.12300 0.24380 -1.29 -2.20 0.24
N -1.27033 1.11344 1.97998 1.15 0.06 -0.23
C -2.09446 2.33803 1.96319 0.00 0.06 -0.03
C -3.24136 2.21825 0.97232 -0.06 0.03 0.05
C -2.89007 2.81852 -0.38735 -0.06 0.00 -0.07
C -2.81560 1.81947 -1.51878 0.20 0.26 0.02
N -1.98555 0.61772 -1.23217 0.27 -0.65 0.72
H -1.79362 0.37532 2.43914 -0.02 0.01 0.00
H -0.44565 1.27620 2.55377 -0.09 0.04 0.13
H -1.44932 3.17482 1.69538 -0.01 0.01 0.04
H -2.47996 2.53238 2.96529 0.08 -0.09 0.09
H -4.11787 2.71508 1.38641 -0.01 -0.01 0.00
H -3.50536 1.16028 0.87009 -0.08 0.04 0.08
H -1.93500 3.33550 -0.31453 0.01 0.03 -0.02
H -3.62996 3.56909 -0.66949 0.05 0.03 -0.04
H -2.39006 2.32179 -2.38735 0.02 -0.10 -0.06
H -3.81923 1.49338 -1.79573 0.02 -0.11 0.00
H -1.49024 0.33911 -2.07531 -0.07 -0.01 -0.02
H -2.59086 -0.16697 -1.02163 -0.12 0.02 -0.32
I 1.75420 -0.73407 1.77839 -0.74 0.10 -0.72
C 0.57702 -1.98004 2.97098 0.17 0.12 0.00
C 1.13872 -2.58278 4.05142 0.01 -0.08 0.10
C 0.33614 -3.41643 4.86058 0.03 0.00 0.01
C -0.98072 -3.58943 4.55992 -0.07 0.02 -0.05
C -1.57195 -2.95176 3.43886 0.03 0.02 -0.03
C -2.94792 -3.11432 3.15296 0.03 -0.08 0.11
C -3.50296 -2.51464 2.06500 -0.04 0.00 -0.21
C -2.70017 -1.73337 1.20062 -0.14 -0.25 0.43
C -1.37214 -1.52667 1.44883 -0.26 1.22 -0.54
C -0.77602 -2.12367 2.59482 -0.17 -0.22 0.02
H 2.18251 -2.43328 4.29427 -0.01 -0.02 0.01
H 0.77591 -3.90997 5.71632 0.01 0.01 0.00
H -1.60600 -4.22413 5.17537 0.01 0.01 0.01
H -3.54699 -3.72459 3.81735 0.00 0.01 -0.01
H -4.55831 -2.63043 1.85200 0.02 -0.04 -0.01
H -3.17100 -1.31524 0.32094 -0.09 0.06 0.08
C 0.60703 3.73843 -1.33425 0.07 -0.02 0.06
C 0.99478 2.81377 -0.17432 -0.05 0.16 -0.16
C 2.31740 2.15939 -0.44296 -0.10 0.11 -0.07
C 3.49156 2.81975 -0.11155 0.03 -0.04 0.03
C 4.72413 2.27425 -0.43121 0.00 -0.01 -0.02
C 4.77277 1.04941 -1.07083 0.01 -0.05 0.02
C 3.61703 0.35747 -1.42874 0.03 -0.16 0.03
C 3.78570 -0.99878 -2.07815 0.06 0.12 -0.09
C 4.19029 -0.90167 -3.55273 -0.01 -0.06 0.04
C 2.37114 0.93658 -1.12863 0.03 -0.04 -0.25
N 1.16009 0.23379 -1.36764 0.17 1.09 0.60
C 0.91096 -0.40718 -2.45578 0.22 0.29 -0.17
C -0.08672 -1.39394 -2.43795 -0.33 -0.44 -0.11
C -0.49357 -2.32548 -3.39944 0.01 0.09 -0.10
C -1.34794 -3.20681 -2.75006 -0.08 0.04 0.07
C -1.43056 -2.78165 -1.41603 -0.13 -0.07 -0.09
N -0.68152 -1.68781 -1.22576 1.08 0.45 0.29
H -0.32188 4.27380 -1.14048 -0.02 0.01 -0.02
H 0.49542 3.16543 -2.25792 0.00 0.02 0.01
H 1.38734 4.48303 -1.49568 -0.01 -0.01 -0.04
H 0.23308 2.03343 -0.06211 0.06 0.48 0.08
H 1.04790 3.38348 0.75770 -0.01 0.00 -0.01
H 3.43662 3.77389 0.40112 -0.03 -0.02 -0.02
H 5.63905 2.79480 -0.18014 -0.02 -0.02 0.04
H 5.73382 0.59150 -1.27842 -0.02 0.03 -0.05
H 2.88010 -1.59810 -1.98166 0.04 -0.04 0.06
H 4.57506 -1.53042 -1.54297 -0.04 -0.04 0.03
H 3.46553 -0.32952 -4.13470 0.02 0.00 -0.01
H 4.27452 -1.89489 -3.99486 0.01 0.02 -0.01
H 5.15493 -0.40336 -3.65432 -0.02 0.02 -0.01
H 1.46336 -0.20391 -3.37175 0.14 -0.16 0.05
H -0.18665 -2.34083 -4.43434 0.00 -0.03 0.03
H -1.85053 -4.06332 -3.16884 0.02 0.00 0.01
H -1.99519 -3.23808 -0.62021 0.07 -0.01 0.01
```
Positions in Å, forces in eV/Å.

Kohn-Sham gap in eV: 6.305
HOMO in eV: -10.260
Charge: +1
LUMO level in eV: -3.955


Record order is preserved below.
Relative energy (zero: lowest compared OMol25 entry of this formula, charge and spin): 21.6 0.0 17.9 kcal/mol